1.
C29H24BrN7O4S3Sc | wB97M-V/def2-TZVPD

Results
Charge ... +1
Highest occupied orbital energy ... -0.393 Ha

Structure (XYZ):
```
69
C29H24BrN7O4S3Sc wB97M-V/def2-TZVPD
Sc 0.791 0.350 1.942
C 5.148 0.843 2.901
C 3.797 0.397 2.468
N 2.704 0.972 2.793
N 2.671 1.970 3.739
C 1.664 1.767 4.545
N 1.467 2.644 5.549
S 0.494 0.442 4.426
C 3.602 -0.881 1.735
C 4.661 -1.625 1.259
C 4.422 -2.889 0.731
C 3.132 -3.376 0.715
C 2.114 -2.564 1.191
N 2.329 -1.345 1.683
H 5.066 1.750 3.491
H 5.771 1.040 2.026
H 5.638 0.067 3.491
H 2.193 3.314 5.748
H 0.804 2.420 6.269
H 5.665 -1.227 1.307
H 5.241 -3.482 0.348
H 2.898 -4.356 0.328
H 1.088 -2.904 1.160
C -0.496 3.390 2.511
O -0.588 2.118 1.831
C -1.485 2.042 0.776
C -1.990 3.132 0.097
C -2.794 2.892 -1.011
Br -3.426 4.366 -2.002
C -3.117 1.612 -1.413
C -2.631 0.516 -0.701
C -1.803 0.749 0.387
O -1.174 -0.282 1.082
C -2.971 -0.836 -1.168
N -3.095 -1.148 -2.425
C -3.420 -2.497 -2.430
C -3.668 -3.351 -3.505
C -3.983 -4.663 -3.221
C -4.056 -5.130 -1.897
C -3.812 -4.301 -0.822
C -3.490 -2.980 -1.119
N -3.184 -1.893 -0.322
H -0.162 4.156 1.816
H 0.243 3.273 3.293
H -1.470 3.627 2.936
H -1.748 4.145 0.377
H -3.739 1.434 -2.278
H -0.862 -0.946 0.377
H -3.620 -2.986 -4.522
H -4.186 -5.351 -4.030
H -4.313 -6.166 -1.719
H -3.873 -4.663 0.196
H -3.250 -1.853 0.680
O 2.178 -1.301 -1.796
S 0.992 -0.642 -1.351
O -0.023 -1.537 -0.777
N 1.302 0.528 -0.241
C 1.240 1.775 -0.793
S 1.766 3.110 0.000
C 0.598 1.745 -2.133
C 0.199 2.815 -2.913
C -0.477 2.544 -4.097
C -0.739 1.237 -4.497
C -0.327 0.155 -3.727
C 0.330 0.448 -2.552
H 0.397 3.829 -2.589
H -0.814 3.365 -4.716
H -1.279 1.057 -5.417
H -0.538 -0.863 -4.021
```

natural (NBO) population analysis, charges in e, atoms 1 to 8: Sc 1.72; C -0.69; C 0.32; N -0.37; N -0.42; C 0.31; N -0.79; S -0.32


2.
C29H24F13LaNO2 | wB97M-V/def2-TZVPD

Results
Charge ... +3
Highest occupied orbital energy ... -0.555 Ha

Structure (XYZ):
```
70
C29H24F13LaNO2 wB97M-V/def2-TZVPD
C -0.762 5.352 2.914
C -1.801 4.920 4.139
C -1.586 3.385 4.678
C -2.851 2.833 5.622
C -1.251 2.285 3.496
C 0.245 1.545 3.615
C 0.657 0.396 2.515
C -0.426 0.062 1.331
C -1.901 0.789 1.141
C -2.318 1.924 2.260
C -3.771 2.665 2.087
C -5.033 1.895 2.796
C -5.018 0.333 3.342
N -6.198 2.612 2.995
C -2.863 0.361 -0.158
O -4.194 0.291 -0.063
C -2.030 -0.017 -1.541
C -2.534 0.291 -3.070
C -1.646 -0.168 -4.411
C -0.190 -0.954 -4.209
C 0.768 -1.483 -5.429
C 1.704 -2.804 -5.016
C 3.272 -2.311 -4.893
F 3.275 -1.097 -4.045
F 3.657 -1.846 -6.278
C 4.325 -3.483 -4.441
F 5.297 -3.629 -5.589
F 3.643 -4.829 -4.360
C 5.238 -3.134 -3.126
F 6.014 -1.848 -3.288
F 6.304 -4.204 -3.071
C 4.416 -3.045 -1.709
F 3.016 -3.517 -1.807
F 4.330 -1.581 -1.345
C 5.190 -3.758 -0.430
F 5.235 -5.264 -0.546
F 6.585 -3.188 -0.327
C 4.483 -3.453 1.028
F 3.055 -3.834 1.115
F 4.737 -2.052 1.528
F 5.204 -4.339 2.017
C 0.289 -1.199 -2.661
C -0.586 -0.767 -1.343
C -0.052 -1.089 0.177
O 0.604 -2.226 0.440
H 0.149 4.610 2.798
H -1.357 5.512 1.891
H -0.274 6.403 3.201
H -1.508 5.633 5.050
H -2.925 5.161 3.900
H -0.659 3.428 5.430
H -2.366 2.326 6.588
H -3.622 3.676 5.883
H -3.402 1.953 5.059
H 1.025 1.822 4.473
H 1.725 -0.130 2.599
H -3.999 2.702 0.916
H -3.783 3.781 2.447
H -5.795 -0.366 2.815
H -3.920 -0.128 3.384
H -5.356 0.399 4.485
H -6.920 2.029 3.483
H -3.573 0.865 -3.195
H -2.058 0.086 -5.497
H 1.462 -0.594 -5.818
H 0.070 -1.814 -6.309
H 1.298 -3.379 -4.080
H 1.632 -3.535 -5.952
H 1.324 -1.716 -2.476
La -1.698 0.454 -7.155
```

Löwdin population analysis, charges in e, atoms 1 to 8: C -0.12; C -0.21; C -0.30; C -0.04; C 0.05; C 0.07; C 0.08; C 0.04


3.
C29H25As2CrN4O14S4 | wB97M-V/def2-TZVPD

Results
Expectation value of S² ... 0.770
Charge ... -2
Spin multiplicity ... 2
Highest occupied orbital energy (alpha / beta) ... -0.134 / -0.123 Ha

Structure (XYZ):
```
79
C29H25As2CrN4O14S4 wB97M-V/def2-TZVPD
Cr -0.365 0.258 1.721
O -2.626 -1.450 4.240
As -2.838 0.252 3.864
O -3.505 1.008 5.137
O -1.314 0.755 3.334
C -4.000 0.165 2.308
C -4.941 -0.856 2.359
C -5.817 -1.080 1.306
C -5.750 -0.280 0.180
C -4.811 0.740 0.113
C -3.934 0.963 1.165
S -2.783 2.323 0.954
O -2.910 3.125 2.146
O -3.154 2.958 -0.291
O -1.424 1.716 0.812
H -1.936 -1.817 3.660
H -4.965 -1.507 3.224
H -6.531 -1.892 1.363
H -6.413 -0.456 -0.659
H -4.741 1.377 -0.757
O 2.702 -2.201 2.366
As 0.997 -2.694 2.291
O 0.828 -3.987 3.248
O 0.218 -1.242 2.738
C 0.855 -3.059 0.385
C 2.016 -3.536 -0.211
C 2.052 -3.806 -1.573
C 0.930 -3.582 -2.354
C -0.240 -3.126 -1.761
C -0.282 -2.881 -0.398
S -1.828 -2.368 0.337
O -1.947 -3.174 1.530
O -2.833 -2.543 -0.689
O -1.654 -0.933 0.650
H 2.768 -1.262 2.155
H 2.906 -3.667 0.390
H 2.969 -4.168 -2.023
H 0.960 -3.760 -3.422
H -1.138 -2.968 -2.342
O 4.725 1.981 0.689
C 4.431 1.153 -0.329
C 5.411 0.953 -1.302
C 5.174 0.111 -2.373
C 3.956 -0.547 -2.503
C 2.983 -0.353 -1.539
C 3.198 0.482 -0.445
C 2.085 0.643 0.528
O 1.056 -0.104 0.381
N 2.218 1.561 1.456
N 1.053 1.683 2.223
C 1.005 2.745 2.938
S 2.335 3.907 2.879
C 1.710 4.909 4.248
C 0.199 4.870 4.172
S -0.322 3.143 3.995
H 3.929 1.997 1.286
H 6.354 1.474 -1.189
H 5.948 -0.028 -3.119
H 3.759 -1.193 -3.348
H 2.014 -0.828 -1.617
H 2.107 5.918 4.131
H 2.061 4.490 5.192
H -0.162 5.443 3.316
H -0.268 5.254 5.079
N -1.946 -0.462 -3.333
C -1.656 0.185 -2.156
N -0.479 0.727 -2.149
C 0.068 0.429 -3.384
C 1.321 0.731 -3.909
C 1.628 0.267 -5.177
C 0.710 -0.488 -5.921
C -0.541 -0.802 -5.418
C -0.841 -0.333 -4.144
H -2.775 -1.002 -3.501
H -2.349 0.192 -1.330
H 2.035 1.297 -3.324
H 2.601 0.481 -5.601
H 0.988 -0.838 -6.908
H -1.245 -1.394 -5.991
```

Löwdin population analysis, charges in e, atoms 1 to 8: Cr 0.81; O -0.23; As 0.89; O -0.47; O -0.59; C -0.22; C -0.08; C -0.08


4.
C29H25BaINO3S | wB97M-V/def2-TZVPD

Results
Charge ... -1
Highest occupied orbital energy ... -0.150 Ha

Structure (XYZ):
```
61
C29H25BaINO3S wB97M-V/def2-TZVPD
Ba -1.148 -0.893 -0.035
O -1.267 -0.091 -2.099
C -0.132 -0.572 -2.276
O 0.279 -1.630 -1.782
C 0.775 0.238 -3.154
C 1.230 -0.242 -4.368
C 1.940 0.585 -5.223
C 2.197 1.897 -4.854
C 1.775 2.371 -3.625
C 1.067 1.543 -2.755
S 0.635 2.119 -1.155
H 1.003 -1.266 -4.636
H 2.279 0.220 -6.184
H 2.736 2.551 -5.531
H 1.988 3.385 -3.315
I -2.618 -2.851 2.886
C -4.011 -3.809 1.545
C -4.921 -4.611 2.179
C -5.833 -5.367 1.431
C -5.794 -5.292 0.070
C -4.879 -4.445 -0.586
C -4.886 -4.381 -1.991
C -4.024 -3.545 -2.641
C -3.140 -2.744 -1.906
C -3.047 -2.759 -0.527
C -3.941 -3.639 0.146
H -4.938 -4.686 3.257
H -6.541 -6.010 1.937
H -6.464 -5.883 -0.543
H -5.590 -5.002 -2.530
H -4.029 -3.486 -3.723
H -2.503 -2.079 -2.465
C -1.456 0.525 4.936
C -2.230 0.752 3.749
N -2.856 0.945 2.812
H -0.760 1.352 5.073
H -0.899 -0.403 4.811
H -2.115 0.443 5.801
C 4.858 4.876 2.401
C 4.050 3.742 1.842
C 2.925 3.269 2.489
C 2.147 2.249 1.957
C 0.975 1.789 2.765
C 2.488 1.676 0.725
C 1.583 0.687 0.042
O 0.741 -0.013 0.685
C 3.667 2.102 0.095
C 4.161 1.475 -1.175
C 4.414 3.124 0.654
H 4.525 5.122 3.407
H 4.746 5.765 1.779
H 5.915 4.615 2.422
H 2.619 3.715 3.429
H 0.988 2.287 3.734
H 1.021 0.712 2.909
H 0.038 2.010 2.258
H 2.097 0.168 -0.787
H 3.430 1.570 -1.973
H 4.343 0.413 -1.026
H 5.084 1.951 -1.498
H 5.303 3.456 0.137
```

Löwdin population analysis, charges in e, atoms 1 to 8: Ba 1.99; O -0.31; C -0.84; O -0.16; C -0.16; C -0.02; C -0.10; C -0.10


5.
C29H25BrInN3O3SSi | wB97M-V/def2-TZVPD

Results
Charge ... 0
Highest occupied orbital energy ... -0.283 Ha

Structure (XYZ):
```
64
C29H25BrInN3O3SSi wB97M-V/def2-TZVPD
In 0.169 1.158 -2.219
O 1.162 7.578 -1.003
C 0.965 6.266 -1.238
C 0.834 5.319 -0.219
C 0.642 4.008 -0.584
N 0.570 3.593 -1.857
C 0.693 4.506 -2.808
Br 0.613 3.916 -4.588
C 0.895 5.853 -2.558
H 1.192 7.748 -0.056
H 0.880 5.596 0.826
H 0.537 3.240 0.176
H 0.998 6.562 -3.366
N 5.016 -0.994 2.494
C 5.258 0.055 1.693
S 6.688 0.853 1.639
C 4.088 0.471 0.855
C 4.275 1.033 -0.403
C 3.169 1.354 -1.158
N 1.914 1.148 -0.729
C 1.733 0.648 0.495
C 2.788 0.302 1.317
H 5.772 -1.345 3.058
H 4.192 -1.562 2.385
H 5.273 1.198 -0.783
H 3.273 1.778 -2.150
H 0.708 0.491 0.792
H 2.575 -0.100 2.297
O -0.469 0.925 -3.957
O -0.568 -0.105 -0.799
Si -1.424 -1.291 -0.148
C -0.392 -1.986 1.284
C -0.557 -1.561 2.605
C 0.305 -1.974 3.615
C 1.352 -2.839 3.321
C 1.537 -3.275 2.014
C 0.676 -2.846 1.010
C -3.036 -0.648 0.568
C -3.451 0.665 0.348
C -4.648 1.141 0.870
C -5.453 0.303 1.628
C -5.060 -1.010 1.856
C -3.865 -1.477 1.329
C -1.727 -2.652 -1.388
C -1.797 -2.319 -2.746
C -2.059 -3.297 -3.697
C -2.254 -4.615 -3.310
C -2.182 -4.962 -1.967
C -1.919 -3.985 -1.017
H -1.382 -0.899 2.852
H 0.149 -1.638 4.633
H 2.003 -3.189 4.113
H 2.337 -3.967 1.778
H 0.830 -3.197 -0.004
H -2.832 1.322 -0.254
H -4.955 2.162 0.680
H -6.386 0.669 2.035
H -5.689 -1.669 2.441
H -3.576 -2.507 1.512
H -1.631 -1.297 -3.079
H -2.106 -3.024 -4.744
H -2.457 -5.375 -4.055
H -2.329 -5.990 -1.662
H -1.858 -4.270 0.029
```

Löwdin population analysis, charges in e, atoms 1 to 8: In 0.78; O 0.10; C -0.30; C 0.01; C -0.12; N -0.04; C -0.73; Br 0.86


6.
C29H25CdClF5N5O4S2 | wB97M-V/def2-TZVPD

Results
Charge ... -2
Highest occupied orbital energy ... -0.029 Ha

Structure (XYZ):
```
72
C29H25CdClF5N5O4S2 wB97M-V/def2-TZVPD
Cd 0.445 -0.966 0.822
C 3.228 -2.746 1.298
C 2.467 -3.206 0.018
N 1.029 -3.229 0.230
C 0.586 -4.262 1.160
C -0.534 -3.788 2.093
N -0.356 -2.431 2.596
C 0.501 -2.265 3.761
C 1.993 -2.504 3.458
N 2.425 -1.929 2.196
H 4.092 -2.173 0.968
H 3.601 -3.622 1.840
H 2.856 -4.190 -0.282
H 2.659 -2.504 -0.789
H 0.494 -3.242 -0.634
H 1.455 -4.587 1.735
H 0.218 -5.142 0.622
H -0.640 -4.512 2.915
H -1.456 -3.792 1.525
H -1.274 -2.042 2.801
H 0.207 -2.944 4.575
H 0.359 -1.242 4.115
H 2.177 -3.580 3.424
H 2.575 -2.118 4.304
H 2.769 -0.981 2.261
S 0.425 1.101 2.271
C -0.377 2.173 1.167
C -0.242 3.553 1.429
C -0.844 4.526 0.661
C -0.627 5.912 0.989
N -0.435 7.015 1.254
C -1.642 4.162 -0.435
C -1.785 2.811 -0.719
C -1.178 1.823 0.048
S -1.350 0.166 -0.586
C -2.258 5.160 -1.260
N -2.747 5.969 -1.918
H 0.368 3.848 2.272
H -2.388 2.513 -1.567
C 2.100 3.862 -3.036
C 1.122 2.782 -3.416
C -0.193 3.127 -3.727
C -1.110 2.161 -4.086
Cl -2.755 2.634 -4.432
C -0.750 0.826 -4.159
C 0.555 0.478 -3.869
C 1.485 1.440 -3.495
O 2.778 1.018 -3.285
C 3.288 1.062 -1.957
C 2.605 0.124 -0.960
O 3.135 0.071 0.167
O 1.568 -0.476 -1.339
H 1.790 4.816 -3.464
H 3.102 3.626 -3.395
H 2.152 3.993 -1.952
H -0.499 4.165 -3.678
H -1.486 0.073 -4.404
H 0.867 -0.556 -3.870
H 3.255 2.071 -1.539
H 4.333 0.766 -2.035
F -5.976 -0.721 0.654
C -5.052 -0.347 1.666
C -4.018 -1.350 1.960
F -3.641 -1.552 3.325
C -3.504 -2.434 1.099
F -3.817 -3.745 1.385
C -2.733 -2.055 0.049
O -1.997 -2.680 -0.789
C -2.979 -0.527 -0.044
F -3.809 -0.239 -1.129
C -3.649 -0.098 1.252
F -2.966 0.949 1.887
```

Löwdin population analysis, charges in e, atoms 1 to 8: Cd 1.24; C -0.21; C -0.21; N -0.13; C -0.19; C -0.19; N -0.12; C -0.22


| no. | total energy (Ha) |
| --- | --- |
| 1 | -6333.05486 |
| 2 | -2652.20867 |
| 3 | -9501.53791 |
| 4 | -2122.00949 |
| 5 | -4961.95666 |
| 6 | -3618.47341 |